*A*
13
Properties=species:S:1:pos:R:3:nbo_charge:R:1 method="wB97M-V/def2-TZVPD" mol_weight_g_mol=107.12 gap_ev=8.52 homo_ha=-0.31897 spin_multiplicity=1
C -2.2635 0.2340 0.2375 -0.456
C 0.5606 -0.2909 -0.0793 -0.103
C 0.1407 1.0652 0.0202 -0.080
C -0.0496 2.1879 -0.1942 -0.211
C 1.9070 -0.3523 -0.1096 0.255
H -3.3463 0.0759 0.8213 0.217
H -1.6352 0.8826 0.9330 0.249
H -2.2360 0.6826 -0.7244 0.213
H -2.3698 -2.0147 -0.4021 0.430
H 0.2629 3.3294 -0.1344 0.271
N -1.6789 -1.1015 -0.0765 -0.434
N -0.2979 -1.2855 -0.1314 -0.093
N 3.0559 -0.4727 0.2447 -0.258

*B*
13
Properties=species:S:1:pos:R:3:nbo_charge:R:1 method="wB97M-V/def2-TZVPD" mol_weight_g_mol=107.12 gap_ev=9.20 homo_ha=-0.33783 smiles="CC(N)=C(C#N)C#N" spin_multiplicity=1
C 0.4453 0.2520 -1.4842 -0.677
C -0.1569 -0.2753 -0.2117 0.393
C 0.0679 0.4686 0.9909 -0.428
C 0.8208 1.6905 1.0496 0.282
C -0.5940 -0.0936 2.1022 0.263
H 0.8364 1.2321 -1.2546 0.255
H 1.2520 -0.3945 -1.9104 0.238
H -0.3152 0.3122 -2.2468 0.238
H -1.3170 -1.8516 0.4363 0.415
H -0.5882 -2.0404 -1.0987 0.405
N -0.8976 -1.3984 -0.3525 -0.758
N 1.3976 2.7380 0.8671 -0.310
N -0.9511 -0.6397 3.1128 -0.317

*C*
13
Properties=species:S:1:pos:R:3:nbo_charge:R:1 method="wB97M-V/def2-TZVPD" mol_weight_g_mol=107.12 gap_ev=10.16 homo_ha=-0.34072 smiles="C1=NCc2cncn21" spin_multiplicity=1
C -1.3160 -0.9841 -0.0022 -0.294
C -1.1525 1.1754 -0.0221 0.256
C 1.5428 1.1209 0.0078 0.175
C 1.4124 -1.0413 0.0254 -0.097
C 0.1766 -0.7009 -0.0138 0.076
H -1.7424 -1.3654 0.9437 0.239
H -1.6051 -1.6546 -0.8356 0.232
H -1.1913 2.2755 -0.1298 0.200
H 1.7286 2.2165 0.0454 0.213
H 1.7356 -2.0689 -0.0633 0.209
N -2.0808 0.2864 0.0170 -0.384
N 0.1983 0.7036 0.0293 -0.397
N 2.2940 0.0369 -0.0019 -0.427

*D*
13
Properties=species:S:1:pos:R:3:nbo_charge:R:1 method="wB97M-V/def2-TZVPD" mol_weight_g_mol=107.12 gap_ev=8.38 homo_ha=-0.34601 smiles="C=C1C=NC(=N)N=C1" spin_multiplicity=1
C 0.8371 0.5740 2.0662 -0.278
C 0.4013 0.3049 0.8918 -0.171
C -0.7121 0.9921 0.2446 0.179
C -0.7084 -0.2682 -1.6854 0.449
C 0.6544 -0.9230 0.0316 0.096
H 1.5842 0.0216 2.4285 0.200
H 0.4842 1.3962 2.6086 0.208
H -1.2152 1.7025 1.1166 0.173
H -1.0037 -1.5782 -3.1640 0.363
H 1.7125 -1.2552 0.3990 0.172
N -1.0785 0.8129 -0.9774 -0.438
N -1.3082 -0.6116 -2.7299 -0.559
N 0.3524 -1.1679 -1.2301 -0.394

The structure with the most favorable energy is *B*; the runner-up is 18.4 kJ/mol above it.

*A*
13
Properties=species:S:1:pos:R:3:nbo_charge:R:1 method="wB97M-V/def2-TZVPD" mol_weight_g_mol=107.12 gap_ev=8.79 homo_ha=-0.35184 smiles="N#CCC1C=NN=C1" spin_multiplicity=1
C -1.7757 -0.5812 -0.5231 0.242
C -1.2606 0.6542 -0.0243 -0.503
C 0.3541 0.5377 0.3081 -0.353
C 0.8206 -0.7040 0.9574 0.059
C 1.1174 0.4798 -1.0273 0.038
H -1.4217 1.6090 -0.6652 0.258
H -1.4872 0.8153 0.9820 0.263
H 0.6576 1.2290 1.1876 0.272
H 0.6052 -1.0431 1.9546 0.213
H 0.8650 1.0940 -1.7385 0.186
N -1.7006 -1.9005 -0.4764 -0.249
N 1.5784 -1.4065 0.0901 -0.218
N 1.6475 -0.7837 -1.0250 -0.205

*B*
13
Properties=species:S:1:pos:R:3:nbo_charge:R:1 method="wB97M-V/def2-TZVPD" mol_weight_g_mol=107.12 gap_ev=9.16 homo_ha=-0.32258 spin_multiplicity=1
C -1.3973 -1.0391 0.5915 -0.189
C -0.0210 0.4334 0.6604 0.292
C 1.5869 0.8303 -1.2133 -0.075
C 0.4003 0.0698 -1.3872 -0.174
C -0.4884 -0.0651 -0.3770 -0.147
H -2.3823 -0.9406 0.6001 0.190
H -1.4298 -2.1561 0.5118 0.216
H -1.2672 0.2599 2.2598 0.363
H 2.4618 0.7590 -1.9138 0.222
H 0.2183 -0.2606 -2.4658 0.222
N -0.7338 -0.3805 1.7488 -0.600
N 1.1940 1.1145 0.9748 -0.154
N 1.8584 1.3752 0.0099 -0.167

*C*
13
Properties=species:S:1:pos:R:3:nbo_charge:R:1 method="wB97M-V/def2-TZVPD" mol_weight_g_mol=107.12 gap_ev=9.36 homo_ha=-0.32914 smiles="C1=NCc2nccn21" spin_multiplicity=1
C 1.5308 -1.0901 0.0010 -0.289
C 1.1448 1.1596 -0.0430 0.260
C -1.4149 1.0080 0.0754 -0.105
C -2.1306 -0.1480 0.1070 -0.072
C -0.0648 -0.8191 -0.2231 0.324
H 1.9485 -1.6473 -0.9142 0.248
H 1.7839 -1.8744 0.9317 0.251
H 1.3626 2.1948 -0.0058 0.213
H -1.5636 2.0151 0.1190 0.214
H -3.1563 -0.2795 -0.0335 0.208
N 2.0373 0.1942 0.1820 -0.421
N -0.1428 0.5814 -0.2401 -0.388
N -1.3348 -1.2947 0.0436 -0.444

The structure with the most favorable energy is *C*; the runner-up is 305.6 kJ/mol above it.

*A*
6
Properties=species:S:1:pos:R:3:nbo_charge:R:1 method="wB97M-V/def2-TZVPD" mol_weight_g_mol=91.09 gap_ev="8.55 / 8.55" homo_ha="-0.35042 / -0.35044" spin_multiplicity=1
C -1.3257 -0.5879 0.6653 0.509
N -0.7346 0.7164 1.1178 -0.693
O -1.2924 -1.5854 -0.0550 -0.111
O -0.5291 -2.0167 -1.0393 -0.431
S -2.1697 0.2282 2.0872 0.340
H 0.1846 0.6702 1.3578 0.386

*B*
6
Properties=species:S:1:pos:R:3:nbo_charge:R:1 method="wB97M-V/def2-TZVPD" mol_weight_g_mol=91.09 gap_ev="7.09 / 7.81" homo_ha="-0.36471 / -0.37562" spin_multiplicity=1
C 1.4980 0.4516 -0.0277 0.331
N 0.6726 -0.5074 -0.0382 -0.650
O 1.1058 1.7660 0.0139 -0.200
O -0.2506 2.0138 -0.0220 -0.063
S 3.2000 -0.1980 0.0001 0.199
H -0.2884 -0.3950 0.1309 0.382

The structure with the most favorable energy is *B*; the runner-up is 145.8 kJ/mol above it.